(1)
ORCA calculation (ωB97M-V/def2-TZVPD) on C14H17BrF6N3O10S2Zr as an isolated structure in a non-equilibrium geometry.

**E_HOMO**: -12.98 eV
**Energy above the lowest of the compared OMol25 structures with the same formula, charge and spin**: 65.0 kcal per mole
**Gap between HOMO and LUMO**: 9.893 eV
**Charge**: +1
**LUMO energy**: -0.113 Ha

Each line ends with the Mulliken charge.
Cartesian coordinates (Å):
Zr (-0.071, 0.799, 0.165)  0.088
O (0.451, -2.860, -4.985)  -0.516
C (0.519, -1.964, -4.015)  0.895
C (-0.045, -0.681, -4.092)  -0.733
C (0.067, 0.179, -3.021)  -0.814
N (0.704, -0.145, -1.882)  0.894
C (1.258, -1.353, -1.841)  -0.049
Br (2.268, -1.680, -0.278)  -0.045
C (1.219, -2.291, -2.843)  -0.795
H (-0.044, -2.545, -5.755)  0.327
H (-0.566, -0.357, -4.979)  0.385
H (-0.353, 1.180, -3.063)  0.462
H (1.721, -3.240, -2.753)  0.536
N (1.511, -0.152, 2.628)  -0.365
C (1.531, 0.737, 3.812)  -0.622
C (0.185, 1.493, 3.939)  -0.811
C (-0.258, 1.576, 2.507)  1.005
O (0.342, 2.301, 1.677)  -0.587
O (-1.065, 0.702, 2.060)  -0.553
H (0.788, -0.865, 2.770)  0.196
H (2.397, -0.657, 2.599)  0.266
H (2.325, 1.474, 3.657)  0.351
H (1.740, 0.187, 4.737)  0.415
H (0.331, 2.474, 4.383)  0.364
H (-0.548, 0.920, 4.505)  0.370
C (2.894, 3.424, 0.149)  -1.929
C (2.381, 2.305, -0.747)  2.017
C (3.398, 1.852, -1.792)  -1.639
O (2.022, 1.161, 0.105)  -0.052
C (1.085, 2.796, -1.482)  0.083
O (1.192, 3.529, -2.432)  -0.623
O (-0.014, 2.330, -0.988)  -0.730
H (3.817, 3.126, 0.650)  0.510
H (2.134, 3.674, 0.891)  0.389
H (3.094, 4.312, -0.446)  0.462
H (4.381, 1.720, -1.351)  0.408
H (3.460, 2.603, -2.576)  0.395
H (3.076, 0.915, -2.243)  0.279
H (2.503, 1.283, 0.949)  0.230
F (-1.818, -2.572, -1.033)  -0.197
C (-1.963, -3.052, 0.219)  0.645
F (-1.003, -3.951, 0.403)  -0.217
F (-3.142, -3.632, 0.314)  -0.210
S (-1.672, -1.530, 1.282)  1.192
O (-0.403, -1.152, 0.621)  -0.224
O (-1.553, -1.929, 2.631)  -0.606
N (-2.926, -0.670, 0.886)  -0.378
S (-2.756, 0.514, -0.120)  1.255
O (-2.521, 1.831, 0.372)  -0.476
O (-1.720, 0.142, -1.079)  -0.411
C (-4.315, 0.482, -1.154)  0.694
F (-5.422, 0.789, -0.512)  -0.175
F (-4.136, 1.331, -2.157)  -0.181
F (-4.415, -0.745, -1.652)  -0.179

***

(2)
ORCA calculation (ωB97M-V/def2-TZVPD) on one molecule with the formula C5H8FN in a non-equilibrium geometry.

**E_HOMO**: -9.07 eV
**Energy above the lowest of the compared OMol25 structures with the same formula, charge and spin**: 90.4 kcal per mole
**SMILES**: FC1[C@H]2CNC[C@H]12
**Gap between HOMO and LUMO**: 10.168 eV
**LUMO energy**: 0.041 Ha

Each line ends with the Mulliken charge.
Cartesian coordinates (Å):
F (2.790, 0.103, -0.386)  -0.298
C (1.799, -0.188, 0.504)  0.197
C (0.573, -0.718, -0.253)  -0.230
C (-0.868, -1.228, -0.077)  -0.487
N (-1.556, 0.188, 0.174)  -0.499
C (-0.557, 1.303, -0.244)  -0.642
C (0.589, 0.628, 0.508)  -0.203
H (2.129, -0.549, 1.438)  0.382
H (0.857, -0.371, -1.287)  0.195
H (-1.130, -1.884, 0.797)  0.264
H (-1.181, -1.708, -1.024)  0.294
H (-2.522, 0.127, -0.435)  0.250
H (-0.301, 1.471, -1.359)  0.203
H (-0.879, 2.254, 0.128)  0.375
H (0.257, 0.573, 1.516)  0.199

***

(3)
ORCA calculation (ωB97M-V/def2-TZVPD) on a 2-piece molecular cluster, C4H7FO2 overall in a non-equilibrium geometry.

**E_HOMO**: -8.89 eV
**Energy above the lowest of the compared OMol25 structures with the same formula, charge and spin**: 172.2 kcal per mole
**Gap between HOMO and LUMO**: 7.662 eV
**LUMO energy**: -0.045 Ha

Each line ends with the Mulliken charge.
Cartesian coordinates (Å):
C (-0.405, -0.147, -1.278)  -0.364
C (-0.626, 0.410, 0.241)  0.914
C (0.343, 1.095, 0.881)  -0.840
C (0.067, -0.299, 1.368)  -0.559
H (1.084, -0.578, -2.788)  0.375
H (-1.428, -0.571, -1.751)  0.277
H (-0.202, 0.866, -1.934)  0.289
H (1.253, 1.268, 0.479)  0.282
H (0.230, 1.823, 1.747)  0.258
H (-0.546, -0.329, 2.196)  0.465
H (0.962, -1.563, 0.606)  0.366
O (0.829, -1.069, -1.350)  -0.624
O (0.354, -1.651, 1.317)  -0.481
F (-1.915, 0.747, 0.266)  -0.358

***

(4)
ORCA calculation (ωB97M-V/def2-TZVPD) on a 2-piece molecular cluster, C3H7O4 overall.

**E_HOMO**: -4.64 eV
**Energy above the lowest of the compared OMol25 structures with the same formula, charge and spin**: 1.8 kcal per mole
**Gap between HOMO and LUMO**: 8.185 eV
**Charge**: -1
**LUMO energy**: 0.130 Ha

Each line ends with the Mulliken charge.
Cartesian coordinates (Å):
O (-0.651, 1.193, 0.754)  -0.821
C (-0.494, -0.005, 1.139)  0.468
O (-1.246, -0.668, 1.862)  -0.727
C (0.854, -0.651, 0.702)  -0.263
C (1.154, -0.399, -0.764)  -0.285
O (2.251, -1.209, -1.235)  -0.552
H (0.766, -1.732, 0.844)  0.262
H (1.660, -0.274, 1.335)  0.177
H (0.265, -0.675, -1.342)  0.160
H (1.398, 0.637, -0.969)  0.271
H (1.961, -2.124, -1.210)  0.299
H (-1.445, 1.502, -0.775)  0.422
H (-1.670, 0.792, -2.118)  0.278
O (-1.723, 1.661, -1.713)  -0.688